Molecular formula: C33H88O11
Method: DFT, ωB97M-V with the def2-TZVPD basis set

CARTESIAN COORDINATES (ANGSTROEM)
C 3.97441 -3.20832 -4.11838
C 2.58222 -3.76851 -3.89337
C 1.78380 -3.08210 -2.78640
O 1.82106 -3.70234 -5.11160
H 4.41343 -3.79093 -4.93117
H 4.64339 -3.24643 -3.26293
H 3.91347 -2.18032 -4.48252
H 2.56989 -4.85499 -3.71765
H 1.77355 -2.00916 -3.00232
H 2.21419 -3.20379 -1.79090
H 0.74266 -3.40885 -2.78447
H 0.90499 -3.92016 -4.94162
C 1.20691 5.50314 -1.61057
C 2.47818 6.24123 -1.18264
C 3.78176 5.54274 -1.53769
O 2.45882 7.57134 -1.74906
H 0.32858 5.88044 -1.09537
H 1.36777 4.54202 -1.10866
H 1.17458 5.37000 -2.68739
H 2.49585 6.39942 -0.10065
H 3.96807 5.66184 -2.60807
H 3.82321 4.49534 -1.24692
H 4.63531 6.00626 -1.03427
H 3.21514 8.01972 -1.35343
C 4.69125 -1.41300 1.27579
C 4.13724 -2.82361 1.20869
C 4.61462 -3.70231 2.33792
O 2.71156 -2.77943 1.17033
H 4.41746 -0.76290 0.43691
H 5.78128 -1.34482 1.34172
H 4.31663 -0.83946 2.13132
H 4.38937 -3.29121 0.24226
H 5.69394 -3.83521 2.34973
H 4.06291 -4.64524 2.33452
H 4.35164 -3.29569 3.32212
H 2.46821 -2.01609 0.63148
C 2.08850 3.36320 1.47600
C 1.21779 4.22223 2.41111
C 1.71671 4.32940 3.84856
O 1.00640 5.49038 1.75865
H 2.39456 3.74155 0.51146
H 1.85354 2.29550 1.51620
H 3.05123 3.21913 2.00031
H 0.23298 3.74399 2.49101
H 2.79611 4.47275 3.89848
H 1.36388 3.55007 4.51935
H 1.27947 5.26036 4.22636
H 0.05634 5.55766 1.64531
C -2.02115 0.59781 5.60873
C -2.04079 1.42572 4.34587
C -2.16197 0.56888 3.06798
O -3.02894 2.44219 4.38947
H -1.99635 1.28587 6.45565
H -1.26770 -0.18874 5.64955
H -2.93357 0.00520 5.73922
H -1.07421 1.91382 4.15683
H -1.71708 -0.41156 3.21684
H -1.77228 1.18475 2.25703
H -3.21539 0.45281 2.79335
H -2.62628 3.29102 4.20716
C -4.98973 -1.73203 4.13518
C -4.90518 -3.00493 3.26033
C -3.98016 -2.74827 2.09067
O -4.18033 -4.00144 4.00421
H -5.11677 -0.83867 3.52490
H -4.14245 -1.58211 4.80529
H -5.81963 -1.79366 4.84770
H -5.89608 -3.36831 2.98340
H -2.97018 -2.55291 2.45277
H -4.34855 -1.91870 1.48150
H -3.84227 -3.61436 1.43864
H -4.30135 -3.90238 4.95260
C -2.03597 -0.26667 -4.77042
C -2.21561 0.04840 -6.26018
C -3.45672 -0.70700 -6.74216
O -2.45090 1.45621 -6.33204
H -2.96800 -0.44460 -4.24083
H -1.46497 0.53422 -4.29931
H -1.42319 -1.16834 -4.66260
H -1.41767 -0.27915 -6.93112
H -3.77992 -0.44102 -7.75584
H -4.28562 -0.61299 -6.04505
H -3.17183 -1.75239 -6.90484
H -3.15351 1.62757 -6.96499
C 0.16403 -3.59444 3.47731
C -0.28261 -4.93283 2.90631
C 0.59884 -6.08732 3.38819
O -1.61564 -5.23159 3.35698
H -0.55143 -2.82169 3.18572
H 1.13160 -3.34541 3.03613
H 0.25539 -3.64813 4.56293
H -0.29140 -4.87988 1.81204
H 0.45945 -6.15172 4.46807
H 1.63930 -5.79342 3.21088
H 0.47575 -7.06213 2.92409
H -2.07403 -4.39311 3.47997
C -0.77728 -1.42801 -0.25795
C -0.04030 -0.24432 -0.90203
C -0.34001 1.09656 -0.25876
O 1.35246 -0.54628 -0.61898
H -1.02622 -1.27304 0.79365
H -0.18529 -2.34079 -0.29602
H -1.70333 -1.56876 -0.82396
H -0.25415 -0.26982 -1.97417
H 0.07723 1.23234 0.73647
H -1.42575 1.22067 -0.21975
H 0.11358 1.90118 -0.84724
H 1.80363 0.25756 -0.94389
C -7.32540 0.66356 -0.52066
C -6.22694 1.66752 -0.77359
C -4.80570 1.08894 -0.77584
O -6.46982 2.04142 -2.16681
H -7.33853 0.41263 0.54454
H -7.21549 -0.23928 -1.11729
H -8.28128 1.11285 -0.78849
H -6.23109 2.57694 -0.16590
H -4.59614 0.57519 0.16978
H -4.06437 1.86835 -0.95747
H -4.70346 0.33009 -1.55362
H -5.64910 2.27887 -2.60287
C 4.80634 2.49424 -2.90055
C 4.07731 1.15090 -2.69716
C 5.13164 0.16101 -2.22899
O 3.07818 1.44252 -1.71108
H 5.04511 2.89830 -1.91695
H 4.11051 3.17916 -3.39333
H 5.75665 2.45808 -3.43209
H 3.61972 0.88104 -3.65196
H 5.87881 0.16192 -3.02599
H 4.76968 -0.86323 -2.12603
H 5.69027 0.43924 -1.33580
H 2.64671 2.26511 -1.97081

Cartesian forces, eV/Å:
C -0.4 -0.3 -1.0
C -1.4 -0.9 0.6
C 0.5 0.6 -0.3
O 0.8 0.9 -0.8
H 0.2 0.1 0.1
H -0.2 -0.1 0.2
H -0.1 0.1 0.1
H 0.8 0.2 0.6
H 0.0 0.0 0.1
H 0.0 -0.1 0.0
H 0.0 -0.2 0.1
H -0.1 -0.1 0.3
C 1.5 -0.6 1.3
C -0.1 0.9 0.3
C 0.2 0.3 -0.4
O 0.2 -0.4 0.0
H -0.2 0.5 -0.6
H -0.3 -0.3 -0.5
H -0.4 0.2 0.0
H -0.5 -0.4 0.1
H 0.0 -0.3 0.0
H -0.3 -0.1 -0.1
H -0.1 0.2 0.1
H -0.1 0.2 -0.2
C 0.3 1.1 0.1
C -0.1 0.3 -0.9
C -0.8 0.0 0.8
O -0.1 0.0 0.6
H -0.1 -0.5 -0.3
H 0.0 -0.4 0.0
H -0.1 -0.5 0.2
H 0.6 0.1 0.2
H 0.0 -0.2 -0.3
H 0.4 -0.2 -0.3
H 0.0 0.4 -0.2
H -0.3 0.1 -0.1
C 1.8 -1.0 2.2
C -0.7 -0.9 -1.0
C -0.1 1.4 -0.2
O 0.1 -0.1 0.6
H -0.7 0.1 -0.2
H -0.8 0.2 -0.7
H 0.2 0.6 -0.2
H 0.0 0.0 -0.1
H 0.0 -0.3 0.1
H 0.2 -0.4 -0.3
H 0.0 -0.1 0.1
H 0.0 0.3 -0.1
C -0.9 0.0 0.5
C 1.1 -0.6 -1.3
C -1.2 0.9 0.3
O -0.5 -0.2 0.2
H 0.4 -0.3 0.2
H 0.5 0.5 -0.1
H -0.3 0.4 -0.3
H 0.1 0.0 0.8
H 0.3 0.1 -0.4
H 0.4 -0.6 -0.2
H 0.0 -0.3 0.3
H 0.1 0.1 0.0
C -0.9 -0.2 0.2
C 1.7 0.7 1.2
C -0.2 -0.1 -0.8
O -0.3 -0.5 0.0
H -0.1 0.0 0.1
H 0.5 -0.2 -0.5
H -0.2 0.0 -0.3
H 0.0 0.0 -0.1
H -0.1 0.4 0.2
H 0.2 0.0 0.0
H -0.4 -0.1 0.1
H -0.3 0.1 0.0
C 1.5 -0.4 -0.5
C -2.0 -0.1 0.4
C 0.4 -0.6 -0.8
O 0.3 0.1 -0.1
H -0.2 0.3 -0.1
H -0.2 0.1 0.1
H -0.1 -0.1 0.1
H 0.5 0.4 0.4
H 0.0 0.5 0.2
H -0.1 -0.1 0.0
H -0.2 -0.1 0.5
H 0.1 0.0 -0.1
C 0.4 -0.4 -0.5
C -0.6 -0.7 0.4
C 0.7 1.0 0.1
O 0.4 0.1 -0.2
H 0.0 0.1 0.1
H 0.0 0.2 0.1
H -0.1 0.0 0.0
H 0.1 0.0 0.0
H 0.0 -0.2 0.0
H 0.0 -0.1 0.0
H -0.5 0.1 -0.1
H -0.4 -0.2 0.0
C -0.7 0.4 -0.3
C 1.0 -1.5 2.0
C -0.5 0.3 -0.7
O -0.2 1.0 -0.9
H 0.0 0.2 0.0
H 0.1 0.1 -0.3
H -0.1 -0.3 0.3
H 0.2 0.3 -0.1
H -0.1 -0.6 0.1
H 0.0 0.3 0.0
H -0.3 0.1 -0.1
H 0.6 -0.6 0.2
C -0.1 0.4 1.0
C 1.0 -0.3 -2.4
C -0.4 -0.5 0.7
O -0.4 0.3 0.3
H -0.2 -0.2 -0.1
H 0.3 0.0 0.0
H 0.0 0.0 0.1
H -0.4 -0.2 0.2
H 0.2 0.3 0.0
H 0.0 0.0 0.1
H -0.2 0.0 -0.1
H 0.2 0.1 0.1
C -0.3 0.1 0.0
C 1.4 1.6 0.3
C -0.2 -0.6 -0.5
O -0.3 -0.6 0.1
H -0.1 0.0 0.1
H 0.3 0.2 -0.1
H -0.2 -0.2 -0.4
H -0.1 -0.5 0.2
H 0.0 -0.2 -0.1
H -0.1 0.1 0.1
H -0.4 0.3 0.2
H 0.0 0.0 0.0

Net charge   0
HOMO-LUMO gap   9.65 eV
HOMO   -9.520 eV
Multiplicity   1
Molecular weight   661.06 u
Lowest unoccupied orbital energy   0.0046 hartree
SMILES   CC(C)O.CC(C)O.CC(C)O.CC(C)O.CC(C)O.CC(C)O.CC(C)O.CC(C)O.CC(C)O.CC(C)O.CC(C)O

Atomic partial charges in e from the Mulliken method, atoms 1 to 6:
1. C -1.29
2. C 0.60
3. C -0.91
4. O -0.59
5. H 0.38
6. H 0.33